[1]
Here is a molecular structure, C48H53BF5N7O3S4Sr at a distorted geometry from the OMol25 dataset. Energies are from ωB97M-V with the def2-TZVPD basis set.

Results
Largest force on an atom in eV/Å: 1.18
LUMO in eV: -0.6
Calculated total energy in Eh: -4617.76170
HOMO in eV: -7.345
Energy above the lowest of the compared OMol25 structures with the same formula, charge and spin in kJ/mol: 16.41

CARTESIAN COORDINATES (ANGSTROEM)
Sr  -0.9573  -0.0885  -0.1953
C  1.4595  -1.4393  5.5907
C  2.4771  -1.5392  4.5083
C  3.7666  -1.8856  4.7407
C  4.6982  -1.9802  3.6703
N  4.3407  -1.7264  2.4492
N  3.0629  -1.3698  2.2157
B  2.7640  -1.1737  0.7409
N  2.1125  -2.4306  0.1446
N  2.1396  -3.4438  1.0452
C  1.7716  -4.6293  0.6955
C  1.2764  -4.8875  -0.6155
C  1.2206  -3.8906  -1.5274
C  0.6767  -4.0921  -2.8993
C  1.7182  -2.5780  -1.1473
S  1.7708  -1.3394  -2.2772
C  2.0014  -5.7454  1.7035
C  0.7361  -6.5827  1.9038
C  2.4386  -5.1774  3.0524
C  3.1150  -6.6445  1.1462
N  3.9780  -0.7180  -0.1369
N  4.9533  -1.3962  -0.6937
C  5.6396  -0.7621  -1.6195
C  5.3288  0.5704  -1.9882
C  4.2745  1.2486  -1.4257
C  3.8186  2.6073  -1.8243
C  3.5798  0.5028  -0.4626
S  2.1250  0.6938  0.4720
C  6.7298  -1.5876  -2.2889
C  7.6603  -2.1537  -1.2098
C  7.5500  -0.7628  -3.2766
C  6.0446  -2.7396  -3.0375
C  2.0893  -1.2833  3.1424
S  0.4953  -0.9118  2.7318
C  6.1430  -2.3770  3.9157
C  6.7888  -1.3204  4.8227
C  6.1855  -3.7427  4.6077
C  6.9158  -2.4574  2.6007
H  1.9069  -1.6542  6.5603
H  0.6383  -2.1330  5.4063
H  1.0144  -0.4438  5.6044
H  4.0912  -2.1029  5.7503
H  0.9505  -5.8847  -0.8827
H  0.3355  -5.1193  -3.0259
H  1.4312  -3.8568  -3.6502
H  -0.1578  -3.4105  -3.0760
H  -0.0522  -6.0068  2.3847
H  0.9654  -7.4360  2.5447
H  0.3451  -6.9779  0.9654
H  1.6823  -4.5082  3.4652
H  3.3670  -4.6125  2.9672
H  2.5950  -5.9994  3.7539
H  2.8258  -7.1045  0.1997
H  3.3326  -7.4468  1.8535
H  4.0313  -6.0751  0.9806
H  5.9138  1.0515  -2.7598
H  4.4679  3.0290  -2.5894
H  3.7994  3.2819  -0.9666
H  2.7987  2.5606  -2.2131
H  8.1585  -1.3550  -0.6566
H  8.4286  -2.7731  -1.6756
H  7.1064  -2.7634  -0.4984
H  8.0414  0.0867  -2.7979
H  6.9463  -0.3932  -4.1076
H  8.3311  -1.3931  -3.7031
H  5.4535  -3.3472  -2.3533
H  6.7992  -3.3739  -3.5062
H  5.3786  -2.3635  -3.8161
H  6.2881  -1.2516  5.7895
H  6.7588  -0.3355  4.3542
H  7.8334  -1.5763  5.0085
H  5.6763  -3.7344  5.5720
H  7.2229  -4.0296  4.7865
H  5.7236  -4.5131  3.9868
H  6.9336  -1.4988  2.0829
H  6.4699  -3.1822  1.9207
H  7.9445  -2.7593  2.8072
C  -2.0409  -4.4742  0.5008
C  -1.7891  -3.2944  -0.4045
O  -0.9996  -2.4394  0.0155
C  -2.4641  -3.1880  -1.6877
C  -3.1983  -4.3029  -2.1460
C  -3.8592  -4.3080  -3.3479
C  -3.8124  -3.1492  -4.1336
C  -3.1297  -2.0376  -3.7216
C  -2.4238  -1.9931  -2.4850
O  -1.8255  -0.9165  -2.1339
H  -1.4429  -4.3262  1.3954
H  -1.7786  -5.4232  0.0312
H  -3.0959  -4.5182  0.7726
H  -3.2416  -5.1879  -1.5263
H  -4.4116  -5.1775  -3.6753
H  -4.3335  -3.1235  -5.0840
H  -3.1099  -1.1441  -4.3327
O  -0.5310  2.0334  1.5627
H  -0.7517  1.6101  2.4009
H  -1.3302  2.5173  1.3023
S  -1.5970  3.5028  -3.6992
C  -1.2600  2.0830  -2.7893
N  -0.5255  2.2171  -1.7364
C  -0.1464  3.5482  -1.5878
C  0.6521  4.0418  -0.5515
C  0.9546  5.3858  -0.5431
C  0.4724  6.2402  -1.5455
C  -0.3224  5.7666  -2.5653
C  -0.6316  4.4066  -2.5798
H  -1.6688  1.1190  -3.0731
H  0.9901  3.3734  0.2274
H  1.5630  5.7938  0.2534
H  0.7197  7.2932  -1.5141
H  -0.6970  6.4357  -3.3279
F  -3.0766  2.8290  0.5891
C  -3.8593  1.7573  0.9970
C  -3.3734  0.4825  0.8732
C  -4.2410  -0.4831  1.3301
F  -3.8743  -1.7988  1.2745
C  -5.4972  -0.2337  1.8588
F  -6.3039  -1.2151  2.2869
C  -5.9259  1.0830  1.9467
F  -7.1349  1.3628  2.4513
C  -5.0985  2.1057  1.5135
F  -5.5137  3.3776  1.6058

[2]
Here is a molecular structure, C48H53N5O2ReS from the OMol25 dataset. Energies are from ωB97M-V with the def2-TZVPD basis set.

Results
Largest force on an atom in eV/Å: 0.39
LUMO (alpha / beta) in eV: -0.9 / -0.9
Calculated total energy in Eh: -2761.76895
HOMO (alpha / beta) in eV: -6.441 / -6.724
Spin multiplicity: 2
Energy above the lowest of the compared OMol25 structures with the same formula, charge and spin in kJ/mol: 19.05

CARTESIAN COORDINATES (ANGSTROEM)
Re  0.5873  -0.0041  -0.0859
C  -2.9777  2.4930  -4.9764
C  -1.4637  2.2836  -4.9040
C  -0.9447  2.2830  -3.5015
C  -0.4627  3.3324  -2.7807
C  -0.3365  4.7622  -3.1981
C  -1.5084  5.6227  -2.7214
C  -0.1279  2.8128  -1.4806
N  -0.4197  1.4764  -1.3876
C  -0.9254  1.1440  -2.6226
C  -1.4379  -0.0793  -2.9904
C  -1.6151  -1.1323  -2.1182
C  -2.3034  -2.3554  -2.4421
C  -2.9310  -2.6623  -3.7627
C  -4.3474  -2.0988  -3.8892
C  -2.2792  -3.1102  -1.3122
C  -1.5574  -2.3403  -0.3266
C  -1.2464  -2.8176  0.9265
C  -0.5715  -2.1133  1.9007
N  -0.0221  -0.8646  1.7484
C  0.3558  -0.4917  3.0102
C  0.8437  0.7497  3.3484
C  0.9328  1.8195  2.4865
N  0.5921  1.8191  1.1596
C  0.7457  3.1149  0.7646
C  0.4328  3.5876  -0.4917
C  1.2183  3.9468  1.8403
C  1.3443  3.1306  2.9198
C  1.7718  3.4792  4.3083
C  0.5936  3.7970  5.2310
C  1.4421  5.4216  1.7510
C  0.1456  6.2254  1.8746
C  0.1019  -1.5364  3.9616
C  -0.4691  -2.5578  3.2643
C  -0.9861  -3.8603  3.7852
C  -2.4905  -3.8331  4.0654
C  0.3734  -1.4456  5.4277
C  -0.7467  -0.7409  6.1956
N  -1.1918  -1.1244  -0.8266
C  -2.8793  -4.4591  -1.0859
C  -4.2242  -4.3913  -0.3591
H  -3.3390  2.3957  -6.0004
H  -3.2516  3.4834  -4.6124
H  -3.4993  1.7606  -4.3587
H  -0.9567  3.0696  -5.4682
H  -1.1996  1.3452  -5.3972
H  -0.2621  4.8107  -4.2867
H  0.5992  5.1801  -2.8167
H  -2.4569  5.2137  -3.0705
H  -1.4201  6.6455  -3.0888
H  -1.5493  5.6540  -1.6315
H  -1.7946  -0.1922  -4.0038
H  -2.9488  -3.7448  -3.9050
H  -2.3048  -2.2679  -4.5670
H  -5.0162  -2.5652  -3.1650
H  -4.7528  -2.2709  -4.8867
H  -4.3556  -1.0245  -3.6973
H  -1.6006  -3.8057  1.1841
H  1.1448  0.9064  4.3743
H  0.6060  4.6329  -0.7032
H  2.4488  4.3359  4.2676
H  2.3575  2.6562  4.7272
H  0.0597  4.6847  4.8903
H  0.9329  3.9750  6.2518
H  -0.1192  2.9712  5.2475
H  1.9351  5.6654  0.8058
H  2.1362  5.7256  2.5376
H  -0.5483  5.9751  1.0708
H  0.3436  7.2969  1.8328
H  -0.3566  6.0070  2.8178
H  -0.4501  -4.1137  4.7025
H  -0.7576  -4.6583  3.0742
H  -2.7335  -3.0623  4.7977
H  -2.8343  -4.7926  4.4529
H  -3.0532  -3.6096  3.1581
H  1.3203  -0.9255  5.5901
H  0.5162  -2.4529  5.8262
H  -0.9260  0.2564  5.7907
H  -0.4934  -0.6399  7.2515
H  -1.6820  -1.2972  6.1222
H  -2.1831  -5.0805  -0.5174
H  -3.0052  -4.9592  -2.0482
H  -4.1117  -3.9382  0.6271
H  -4.6527  -5.3855  -0.2304
H  -4.9351  -3.7815  -0.9179
O  1.5383  -3.2767  -2.3905
C  1.5310  -2.1907  -1.8531
O  1.1669  -1.9309  -0.6444
C  2.0427  -0.9621  -2.5689
C  2.8088  -1.0497  -3.7153
C  3.3988  0.1028  -4.2037
C  3.2095  1.2919  -3.5159
C  2.4184  1.2964  -2.3826
N  1.8127  0.1931  -1.9413
H  2.9383  -2.0218  -4.1681
H  4.0217  0.0727  -5.0879
H  3.6792  2.2107  -3.8367
H  2.2565  2.1958  -1.8063
S  2.9648  0.0835  0.4996
C  3.3675  -0.3519  2.1634
C  3.3232  -1.6807  2.5812
C  3.7006  -2.0230  3.8704
C  4.1468  -1.0472  4.7534
C  4.2192  0.2744  4.3333
C  3.8310  0.6201  3.0469
H  2.9789  -2.4381  1.8867
H  3.6491  -3.0581  4.1864
H  4.4487  -1.3174  5.7575
H  4.5795  1.0406  5.0094
H  3.8691  1.6518  2.7191

Question: Number 2 is which compound?
Answer: C48H53N5O2ReS

Question: calculated total energy of number 2 (C48H53N5O2ReS)?
Answer: -2761.76895 Eh

Question: What is the formula in the second record?
Answer: C48H53N5O2ReS

Question: Which value of energy above the lowest of the compared OMol25 structures with the same formula, charge and spin does entry 1 give?
Answer: 16.41 kJ/mol